Record 1
Below is a molecular structure, C23H112Br2I2N3O36 at a distorted geometry, with properties calculated with ωB97M-V with the def2-TZVPD basis set.

HOMO (hartree): -0.331
Multiplicity: 1
Total charge: +1
Orbital gap (eV): 5.5926
Lowest unoccupied orbital energy (eV): -3.4

The geometry in XYZ format:
```
178
C23H112Br2I2N3O36 | the Open Molecules 2025 dataset | ωB97M-V with the def2-TZVPD basis set
I 3.736 -0.689 -3.719
I 3.371 -0.854 -0.134
Br 0.490 -5.565 3.014
Br 1.873 -2.608 2.631
O 5.986 -4.153 6.579
O 2.323 -5.910 0.188
O -2.395 2.902 5.495
O -5.185 4.571 -1.306
O 0.215 3.952 -0.325
O 6.653 -4.577 -3.695
O -1.712 6.295 -0.182
O -6.510 -1.392 2.270
O 2.598 2.899 -1.067
O -4.177 8.220 0.067
O -2.203 -2.778 -6.127
O -6.785 8.674 0.713
O 7.659 -7.190 3.093
O -0.588 -5.689 -3.231
O -3.050 4.976 7.660
O 1.267 1.991 -4.224
O 4.579 0.187 5.526
O -7.564 0.042 0.153
O 5.891 -7.319 -4.581
O -4.900 -0.194 -0.636
O -3.239 1.324 1.240
O -7.824 4.463 -3.044
O 3.330 -6.181 -3.848
O -9.429 6.737 -4.053
O -11.447 8.631 -4.861
O 5.421 -4.143 -1.175
O 2.707 -1.840 -7.396
O 10.723 -8.478 3.272
O 4.309 -2.918 4.593
O 6.096 -5.513 1.378
O 1.737 6.675 -0.362
O 9.216 -4.378 3.170
O 0.291 -3.459 -7.725
O 6.235 -2.217 1.802
O 4.558 4.488 6.865
O -3.505 4.442 -6.138
N -0.278 -2.192 0.745
N 1.216 -2.892 -0.882
N -0.543 -1.375 -1.442
C -0.073 0.038 -1.552
C 0.103 -2.124 -0.505
C -0.787 0.685 -2.733
C -4.424 1.273 -3.668
C -0.191 -4.302 1.813
C -0.782 1.269 3.350
C -2.252 0.836 -2.410
C -1.428 -1.359 1.224
C -3.014 1.727 -3.398
C 2.359 -1.970 -2.770
C 2.666 2.702 4.863
C -1.400 -4.730 1.046
C 1.394 2.387 2.732
C -0.405 -0.234 3.270
C 1.649 3.105 3.848
C -5.280 2.387 -4.296
C 0.350 -3.099 1.658
C 1.604 -2.821 -3.737
C 0.001 2.020 2.273
C -1.511 -1.150 2.726
C 2.204 -2.020 -1.445
C -0.109 -0.690 4.700
C 0.939 4.390 4.122
H 2.809 -6.869 -3.426
H -1.140 -5.993 -2.503
H -5.240 -0.776 0.054
H 8.432 -7.771 3.043
H 0.830 -2.206 -4.186
H -12.237 8.995 -4.449
H 1.853 1.436 -3.698
H -4.927 0.953 -2.768
H -3.039 2.723 -2.968
H -4.583 4.181 -1.949
H -4.450 0.428 -4.347
H -10.220 7.108 -3.653
H -2.460 -0.654 2.894
H 0.514 -3.858 -8.570
H -5.773 3.845 -1.071
H -4.194 4.468 -6.810
H -9.421 7.120 -4.933
H 1.632 2.886 -1.140
H 2.367 -6.149 1.121
H 11.275 -7.689 3.265
H 1.503 5.198 3.677
H -2.406 1.161 -1.391
H -4.738 8.831 -0.424
H -2.172 5.173 8.002
H 3.110 -1.766 -6.519
H 3.301 1.935 4.446
H -0.287 1.600 -3.023
H 6.540 -6.638 -4.801
H -3.799 8.762 0.767
H -0.717 -0.014 -3.552
H -4.685 3.257 -4.546
H 0.775 6.611 -0.418
H -2.457 1.719 -4.323
H -0.033 4.390 3.635
H -8.516 5.065 -3.355
H 4.321 -3.051 5.553
H -7.484 8.483 1.345
H -2.688 -0.163 -2.455
H 0.094 1.432 1.366
H -2.364 -1.783 0.871
H 6.586 -3.508 6.188
H -5.667 0.349 -0.849
H 3.272 3.541 5.187
H 5.910 -4.839 5.909
H 0.109 -6.351 -3.288
H -8.323 0.591 -0.069
H 5.167 0.861 5.172
H 2.124 2.263 5.694
H 10.022 -4.641 2.716
H -1.280 -4.449 0.007
H 5.623 -2.620 2.427
H 5.192 5.207 6.768
H -0.330 0.639 -0.681
H 4.648 -0.547 4.902
H 5.409 -4.366 -0.234
H -2.224 5.868 0.512
H -7.880 -0.547 0.848
H 0.966 -3.605 -1.560
H -7.399 4.943 -2.325
H -6.056 2.717 -3.616
H 1.155 -3.257 -7.332
H 5.429 -6.182 1.188
H 6.705 -5.939 1.999
H 4.051 -6.669 -4.282
H -3.476 0.729 0.515
H -1.398 -3.070 -6.569
H -1.550 -1.436 -1.351
H 1.173 -3.708 -3.301
H 11.047 -8.985 4.023
H -6.157 -0.595 2.681
H 0.017 -1.765 4.761
H 0.744 -0.170 5.119
H -1.568 -2.072 3.294
H 2.063 5.903 -0.837
H -1.524 -5.801 1.057
H -11.440 9.016 -5.743
H 6.940 -2.870 1.715
H 2.258 -3.095 -4.551
H 1.542 2.888 -4.005
H 3.411 -3.127 4.319
H -0.361 4.573 -0.793
H 6.569 -4.508 -2.732
H -2.517 2.797 6.446
H 0.989 0.110 -1.729
H -3.285 2.822 5.139
H 0.491 -0.276 2.665
H -0.521 2.940 2.004
H -2.307 -4.281 1.431
H -2.765 4.008 -6.576
H 1.996 -5.001 0.190
H 2.873 1.986 -1.223
H -5.772 2.066 -5.204
H -3.051 5.360 6.778
H 5.779 -4.869 -3.976
H -1.844 1.456 3.322
H 4.893 3.977 7.609
H 2.231 2.100 2.105
H -2.521 1.870 0.897
H -1.349 -0.384 0.775
H 7.065 -7.639 3.703
H 4.960 -3.299 -1.217
H -0.427 1.630 4.301
H 3.200 -1.206 -7.925
H -2.338 6.912 -0.586
H 8.771 -5.210 3.372
H 0.796 4.563 5.184
H -2.576 -3.585 -5.757
H 0.603 4.482 0.382
H 6.224 -7.697 -3.761
H -0.963 -0.428 5.318
H -5.954 -2.102 2.607
H -6.264 7.863 0.666
```


Record 2
Below is a molecular structure, C46H26N8O4SSr, with properties calculated with ωB97M-V with the def2-TZVPD basis set.

Relative energy (zero: lowest compared OMol25 entry of this formula, charge and spin) (kJ/mol): 25.77
HOMO (hartree): -0.060
Multiplicity: 1
Total charge: -2
Orbital gap (eV): 4.8234
Lowest unoccupied orbital energy (eV): 3.2

The geometry in XYZ format:
```
86
C46H26N8O4SSr | the Open Molecules 2025 dataset | ωB97M-V with the def2-TZVPD basis set
Sr 1.060 1.557 -1.044
S -2.070 -1.029 1.777
O 2.339 2.322 -3.125
O 3.551 1.393 -1.503
O -3.729 -6.175 5.887
O -1.770 -5.650 6.762
N -1.260 2.055 -1.751
N -1.573 0.206 -3.275
N 1.173 1.705 2.677
N 0.001 2.739 0.834
N -1.690 3.985 -0.364
N 0.072 -0.567 -1.691
N 1.269 0.086 0.896
N 1.310 -2.037 -0.243
C 4.734 1.941 -4.787
C -0.682 -2.093 -3.219
C 2.007 -1.708 2.101
C 1.975 -0.607 2.960
C 4.322 1.151 -3.722
C 2.694 -3.097 3.899
C -1.653 5.627 2.335
C -1.217 -2.623 3.837
C 0.415 -4.108 -2.436
C 0.041 4.256 4.135
C -1.839 1.439 -2.785
C -4.809 3.139 -4.455
C -1.495 6.063 3.640
C 1.464 0.533 2.159
C -2.765 -5.444 5.838
C -1.893 3.209 -1.433
C -2.967 3.403 -2.404
C 5.644 1.450 -5.713
C -3.576 -4.056 3.965
C 0.452 2.682 2.083
C -0.188 -4.795 -3.482
C -1.297 -2.782 -4.251
C 2.296 -0.739 4.298
C -3.932 4.392 -2.573
C -1.360 -3.627 4.763
C 6.125 0.153 -5.593
C -0.940 4.507 1.926
C 2.665 -1.999 4.757
C -1.032 -4.139 -4.378
C -0.099 3.828 2.822
C 0.166 -2.752 -2.321
C -2.251 -2.278 2.925
C -0.760 -0.686 -2.768
C -2.935 2.283 -3.258
C 3.330 1.680 -2.703
C 2.355 -2.964 2.557
C -0.657 5.385 4.533
C 1.521 -1.224 0.785
C -3.438 -3.052 3.037
C 4.815 -0.143 -3.597
C -0.895 3.758 0.664
C -4.842 4.254 -3.605
C 5.702 -0.645 -4.538
C -2.547 -4.376 4.865
C -3.863 2.144 -4.285
C 0.603 -1.736 -1.338
H -0.495 -3.822 5.396
H 6.067 -1.661 -4.445
H -1.965 -2.266 -4.928
H 2.918 -2.137 5.802
H 2.965 -4.069 4.293
H -2.315 6.131 1.643
H -0.287 -2.069 3.790
H 4.321 2.937 -4.888
H -0.565 5.745 5.551
H -1.495 -4.704 -5.178
H 0.675 3.706 4.819
H 4.497 -0.742 -2.753
H 2.337 -3.814 1.886
H -1.090 -4.982 6.624
H -0.011 -5.858 -3.600
H -5.542 3.057 -5.249
H 2.238 0.114 4.961
H -2.035 6.937 3.985
H -4.498 -4.622 4.020
H 6.825 -0.237 -6.323
H 1.054 -4.608 -1.720
H -4.252 -2.829 2.359
H -3.836 1.271 -4.925
H -3.960 5.243 -1.904
H 5.971 2.075 -6.535
H -5.601 5.013 -3.759
```


Record 3
Below is a molecular structure, CH2IN2PS at a distorted geometry, with properties calculated with ωB97M-V with the def2-TZVPD basis set.

Relative energy (zero: lowest compared OMol25 entry of this formula, charge and spin) (kJ/mol): 0.00
HOMO (alpha / beta) (hartree): -0.256 / -0.345
Multiplicity: 3
Orbital gap (alpha / beta) (eV): 6.7645 / 6.4457
Lowest unoccupied orbital energy (alpha / beta) (eV): -0.2 / -3.0

The geometry in XYZ format:
```
8
CH2IN2PS | the Open Molecules 2025 dataset | ωB97M-V with the def2-TZVPD basis set
I -2.383 -0.215 -0.665
S -0.633 -2.570 0.799
P 0.974 -0.143 -0.003
N -0.362 2.812 1.198
N -0.096 2.116 0.364
C -0.547 -1.200 0.024
H 1.028 0.164 -1.443
H 2.018 -0.965 -0.273
```


Record 4
Below is a molecular structure, C34H62Br4F2N5NiO15S2 at a distorted geometry, with properties calculated with ωB97M-V with the def2-TZVPD basis set.

HOMO (alpha / beta) (hartree): -0.364 / -0.364
Multiplicity: 3
Total charge: +1
Orbital gap (alpha / beta) (eV): 2.8743 / 2.8476
Lowest unoccupied orbital energy (alpha / beta) (eV): -7.0 / -7.0

The geometry in XYZ format:
```
125
C34H62Br4F2N5NiO15S2 | the Open Molecules 2025 dataset | ωB97M-V with the def2-TZVPD basis set
Br -1.770 -3.776 1.728
Br -0.445 7.127 1.102
Br -4.382 4.536 0.677
Br -3.591 -6.290 5.276
Ni 1.767 0.746 1.327
S -1.348 2.246 1.138
S -1.326 -0.115 1.210
F -0.230 3.415 0.916
F -0.251 -1.274 1.640
O 3.326 4.519 3.212
O 5.047 1.079 -4.210
O -2.080 -0.224 2.442
O -0.492 4.944 -2.075
O 1.755 -0.734 -0.432
O -7.242 -1.241 3.064
O -1.875 -0.572 -0.038
O -1.961 2.393 -0.173
O -1.962 2.760 2.321
O 2.594 1.911 -0.255
O 1.717 3.107 2.884
O 5.111 -2.498 4.544
O 4.305 -1.396 -4.256
O -1.258 -0.746 -5.852
O 0.962 5.331 -3.595
N 0.672 5.034 -2.459
N -1.388 0.434 -5.369
N 2.615 3.595 3.537
N -0.181 0.962 1.261
N 4.707 -2.663 3.309
C -1.242 1.850 -7.391
C 4.315 0.788 -3.277
C -2.813 2.430 -5.459
C 3.579 -3.665 3.037
C 2.468 -0.238 -1.404
C -2.169 6.395 1.505
C 0.650 1.445 -4.301
C -9.321 -2.596 3.084
C 3.920 1.615 -2.169
C 4.015 -3.366 0.481
C 2.998 1.192 -1.254
C 3.822 -0.747 -3.355
C 2.443 -3.192 3.991
C -6.232 -2.106 2.612
C -5.277 -1.369 1.724
C 3.974 -5.100 3.376
C -2.188 1.311 -6.299
C 2.764 -1.058 -2.450
C 6.818 -3.354 2.060
C -0.765 0.909 -4.091
C -2.020 3.040 -4.373
C 1.716 4.907 -1.403
C -2.252 -5.178 2.986
C 5.702 -2.290 2.207
C -8.244 -1.833 3.889
C -2.968 -4.632 4.226
C -0.744 -0.291 -3.124
C -3.295 0.489 -7.023
C 6.285 -0.872 2.498
C 3.010 3.002 4.873
C -2.742 5.626 0.331
C 4.900 -2.137 0.830
C 2.962 -3.525 1.632
C -1.560 2.017 -3.378
H -9.748 -1.884 2.377
H -0.399 -0.088 -2.111
H -1.091 3.421 -4.803
H 7.656 -3.016 1.449
H 2.553 4.438 -1.923
H 2.619 -3.408 5.044
H -6.560 -3.028 2.125
H -1.701 2.601 -8.033
H -2.301 -3.963 4.768
H -2.614 3.843 -3.938
H 4.245 -1.272 0.932
H 3.544 3.680 5.536
H 2.349 -4.412 1.478
H 3.194 -5.759 2.998
H -3.757 2.120 -5.004
H 4.031 -5.190 4.461
H 2.301 -2.670 1.477
H -3.826 -4.024 3.942
H 2.495 -2.106 -2.449
H 2.283 -2.127 3.821
H 1.481 -3.657 3.778
H -5.729 -2.544 3.481
H -2.870 -0.425 -7.438
H 4.929 -5.490 3.023
H 6.812 -0.900 3.453
H -2.034 4.881 -0.026
H -4.423 -2.010 1.497
H 3.568 -3.109 -0.479
H -4.858 -0.412 2.032
H 5.544 -0.108 2.731
H -0.908 2.624 -2.748
H -2.916 -5.929 2.563
H 1.202 1.579 -3.371
H 6.619 -4.364 1.706
H -2.938 6.312 -0.492
H -3.166 3.207 -6.139
H -1.334 -5.629 3.358
H 2.054 2.967 5.398
H 3.535 2.056 4.756
H 1.177 0.717 -4.920
H -4.009 -0.051 -6.398
H -8.913 -3.440 2.526
H -3.804 1.125 -7.745
H -0.088 -1.100 -3.449
H -8.720 -1.079 4.514
H -2.837 7.205 1.794
H -1.699 -0.795 -2.964
H -0.346 2.301 -6.963
H 7.290 -3.413 3.042
H -10.158 -3.052 3.613
H -7.708 -2.513 4.556
H 0.764 2.417 -4.782
H -2.367 1.802 -2.676
H 1.477 4.204 -0.608
H 6.925 -0.645 1.648
H -2.066 5.731 2.362
H 4.646 -4.247 0.358
H 4.347 2.604 -2.080
H -5.720 -1.137 0.753
H 2.006 5.931 -1.177
H 5.592 -1.938 0.013
H -0.934 1.090 -8.109
```